Molecular formula: C23H23BCl3N12O4SiTi
Method: DFT, ωB97M-V/def2-TZVPD

Structure (XYZ):
```
68
Properties=species:S:1:pos:R:3:forces:R:3
Ti -0.058260 -0.308443 -0.962891 0.36 0.16 0.35
C 2.113908 3.541425 -0.518120 0.04 -0.02 0.00
C 1.921575 2.286536 -1.092531 0.02 -0.02 -0.03
N 1.030920 1.584599 -0.397724 -0.15 -0.14 -0.03
N 0.643024 2.366181 0.635939 0.09 0.07 0.06
C 1.274335 3.552968 0.571871 -0.04 0.01 -0.01
B -0.495611 1.909627 1.554467 -0.12 -0.10 -0.02
N -1.764354 1.859463 0.647973 0.03 -0.05 0.04
C -2.958682 2.470791 0.702024 0.01 0.03 -0.04
C -3.674115 2.133194 -0.432620 0.02 0.01 0.01
C -2.823772 1.295463 -1.144505 -0.03 0.02 0.01
N -1.673131 1.136122 -0.490007 0.06 0.00 0.00
N -0.180112 0.464998 2.051801 0.00 0.01 -0.03
C -0.180982 0.008523 3.313360 -0.01 0.02 0.03
C 0.159759 -1.330642 3.294991 0.00 0.00 0.01
C 0.348375 -1.624415 1.947741 0.00 -0.04 -0.01
N 0.142893 -0.535873 1.206854 -0.08 0.06 -0.32
N -0.642822 2.801343 2.761206 0.03 0.06 0.00
C 0.353445 3.217114 3.591462 0.01 0.03 -0.09
C -0.223739 3.723569 4.723674 -0.02 -0.06 0.07
C -1.605923 3.544338 4.516674 0.01 0.12 -0.05
N -1.853650 2.992761 3.344662 0.02 -0.14 0.07
H 2.775158 4.322419 -0.848191 0.00 0.00 0.00
H 2.406441 1.853343 -1.948749 0.01 -0.01 0.00
H 1.079117 4.323579 1.297460 -0.01 -0.01 0.00
H -3.203638 3.086356 1.548619 -0.02 0.00 -0.01
H -4.661823 2.460569 -0.704112 0.00 0.00 0.00
H -2.994527 0.801332 -2.088413 0.01 -0.02 0.00
H -0.421811 0.660523 4.137063 0.01 0.01 -0.01
H 0.262829 -1.992318 4.136397 0.00 0.00 0.00
H 0.605397 -2.558829 1.476711 -0.01 0.00 0.00
H 1.391210 3.116232 3.317816 -0.01 -0.01 0.01
H 0.270961 4.156810 5.575106 0.00 -0.01 0.00
H -2.424153 3.809626 5.166900 0.00 0.01 0.00
C -3.375425 -1.309765 1.587876 0.01 0.00 0.00
O -3.708513 -2.120130 0.437379 -0.03 0.07 0.03
C -2.876257 -2.044479 -0.587199 0.14 -0.07 0.05
O -1.816530 -1.435434 -0.538826 -0.30 -0.11 -0.14
N -3.353913 -2.735874 -1.643885 0.02 0.02 0.05
N -2.606745 -2.884115 -2.815329 -0.01 0.03 -0.01
H -4.158256 -1.511267 2.310386 0.00 -0.01 -0.01
H -3.373956 -0.255970 1.313920 -0.01 -0.02 -0.01
H -2.404259 -1.596710 1.984690 0.01 -0.02 -0.01
H -4.165211 -3.312563 -1.476813 -0.01 0.00 0.00
H -3.239706 -2.815655 -3.602915 0.02 0.00 0.00
H -2.157368 -3.793856 -2.831509 0.01 0.01 0.01
O 3.957925 0.231637 -1.791156 -0.01 0.02 0.01
C 3.347876 -0.770118 -1.539674 0.01 -0.07 -0.05
N 1.952015 -0.895823 -1.372533 -0.01 0.02 0.02
C 1.663557 -2.194476 -1.180457 -0.01 0.05 0.01
O 0.464475 -2.488137 -0.999125 0.00 0.06 0.09
C 2.872877 -3.038689 -1.187770 0.00 0.01 -0.01
C 3.076717 -4.393387 -1.027316 0.00 -0.02 0.00
C 4.393488 -4.843296 -1.084109 0.00 0.02 -0.01
C 5.447200 -3.957823 -1.294841 -0.02 0.00 0.00
C 5.225556 -2.591003 -1.457303 0.03 0.00 0.00
C 3.921220 -2.155888 -1.396208 -0.01 0.03 -0.01
H 2.253263 -5.076045 -0.865361 0.00 0.00 0.00
H 4.604162 -5.897294 -0.963431 0.00 0.00 0.00
H 6.457778 -4.342029 -1.332803 0.00 0.00 0.00
H 6.038933 -1.897352 -1.622358 0.00 -0.01 0.00
Cl -1.761808 1.770014 -5.282422 0.00 -0.01 -0.02
Si -0.338448 2.143860 -3.883687 -0.02 -0.04 0.03
Cl -0.858438 3.739121 -2.772882 0.01 0.00 0.00
Cl 1.474155 2.362807 -4.733877 0.02 0.00 -0.02
N -0.598991 -0.552171 -2.871013 0.06 -0.09 0.02
C -0.250935 0.638655 -2.774222 -0.09 0.13 -0.02
H -1.044677 -1.106060 -3.598139 0.00 0.01 -0.02
```
Positions in Å, forces in eV/Å.

Results
HOMO level: -11.6 eV
HOMO-LUMO gap: 8.54 eV
multiplicity: 1
lowest unoccupied orbital energy: -3.08 eV
total charge: +1

Atomic partial charges in e from the Löwdin method, atoms 1 to 4: number 1, Ti, carries 1.06; number 2, C, carries -0.03; number 3, C, carries -0.16; number 4, N, carries -0.01

Molecular formula: C5H11NO
Method: DFT, ωB97M-V/def2-TZVPD

Structure (XYZ):
```
18
Properties=species:S:1:pos:R:3:forces:R:3
C -2.031101 -0.473440 -0.347640 -0.32 -0.05 -0.15
N -0.865192 0.268794 -0.786721 1.11 -3.04 -2.73
C 0.017946 0.691481 0.252845 2.94 -0.91 -0.88
C 0.504161 2.115040 0.070048 -0.13 0.12 0.20
C 1.151346 -0.378375 -0.295927 2.64 3.74 4.99
C 1.131289 -1.677891 0.499777 -0.39 -0.72 -1.46
O 2.204734 0.066358 -0.767845 -1.95 -1.24 -0.67
H -1.811089 -1.285277 0.352155 -0.03 -0.02 0.08
H -2.554975 -0.887413 -1.211592 0.06 0.03 0.08
H -2.714688 0.223405 0.151608 0.13 -0.01 -0.03
H -0.055819 -0.570090 -1.300835 -3.86 2.22 0.30
H -0.299677 0.459178 1.272709 -0.08 -0.05 -0.09
H 0.816878 2.299477 -0.959826 -0.07 -0.22 0.09
H -0.289658 2.830611 0.304890 0.09 -0.04 0.08
H 1.373060 2.299910 0.707234 -0.15 0.06 0.04
H 1.690163 -2.427068 -0.063727 0.04 -0.11 0.22
H 1.614185 -1.514161 1.464130 -0.03 0.29 -0.18
H 0.118438 -2.040539 0.658717 0.01 -0.05 0.11
```
Positions in Å, forces in eV/Å.

Results
HOMO level: -8.8 eV
HOMO-LUMO gap: 8.94 eV
multiplicity: 1
lowest unoccupied orbital energy: 0.17 eV

Atomic partial charges in e from the Löwdin method, atoms 1 to 4: number 1, C, carries -0.13; number 2, N, carries -0.08; number 3, C, carries -0.37; number 4, C, carries -0.06

Molecular formula: C3H8NO6PS2
Method: DFT, ωB97M-V/def2-TZVPD

Structure (XYZ):
```
21
Properties=species:S:1:pos:R:3:forces:R:3
C -1.892357 -2.684003 0.111866 -2.54 -2.44 -0.08
C 1.448413 0.599018 0.571864 2.70 -1.52 1.12
C -0.901531 0.034133 0.329716 -1.70 1.65 -1.89
N 0.391207 0.030651 -0.200982 -0.24 -1.05 1.31
O 3.616121 1.629291 -1.086116 -0.51 -0.19 0.30
O 4.090434 -0.046215 0.900855 -0.37 1.08 -0.14
O -3.306471 1.254701 -0.383257 1.53 2.87 -2.80
O 2.931023 -0.857557 -1.080483 -0.12 0.36 -2.35
O -1.854066 2.489193 1.133923 -0.08 0.01 -0.03
O -1.311072 2.213819 -1.270007 0.37 -0.07 0.00
P 3.187251 0.513860 -0.175812 0.46 -1.40 0.47
S -3.358198 -3.344360 -0.296006 0.78 0.42 0.13
S -1.721462 1.608733 -0.025199 -0.07 0.14 0.36
H -1.376077 -3.281884 0.843393 0.75 0.33 0.21
H -1.646310 -1.702086 -0.199129 1.02 1.27 -0.45
H 1.220184 1.568531 0.912308 -0.29 1.62 0.35
H 1.761301 0.012045 1.563646 -1.28 0.69 -1.94
H -1.035902 -0.058945 1.374283 0.47 -0.15 1.24
H 0.428630 0.015708 -1.189624 0.46 0.02 -0.58
H 2.860960 -0.625292 -2.049933 0.10 -0.21 1.70
H -3.532074 0.630653 0.214704 -1.43 -3.42 3.05
```
Positions in Å, forces in eV/Å.

Results
HOMO level (spin up / spin down): -0.3 / -0.3 eV
HOMO-LUMO gap (spin up / spin down): 5.00 / 4.99 eV
multiplicity: 1
lowest unoccupied orbital energy (spin up / spin down): 4.68 / 4.68 eV
total charge: -2

Atomic partial charges in e from the Löwdin method, atoms 1 to 4: number 1, C, carries -0.54; number 2, C, carries -0.28; number 3, C, carries -0.38; number 4, N, carries -0.19

ΔE to the lowest compared entry with this formula, charge and spin: 0.00; 82.13; 33.83 (kcal/mol)